{"formula": "C40H52BCsN5O2PSi", "method": "ωB97M-V/def2-TZVPD", "total_charge": -2, "spin_multiplicity": 1, "de_lowest_kj_mol": 97.6, "total_energy_ha": -2655.5968, "symbols": ["Cs", "B", "N", "C", "C", "C", "N", "N", "C", "C", "C", "N", "H", "H", "H", "H", "H", "H", "H", "H", "C", "O", "C", "C", "O", "C", "H", "H", "H", "H", "H", "H", "H", "H", "H", "H", "C", "C", "C", "C", "C", "C", "C", "P", "C", "C", "C", "C", "C", "C", "C", "C", "C", "C", "C", "C", "C", "C", "H", "H", "H", "H", "H", "H", "H", "H", "H", "H", "H", "H", "H", "H", "H", "H", "H", "H", "H", "H", "C", "Si", "C", "C", "N", "C", "C", "C", "C", "C", "C", "H", "H", "H", "H", "H", "H", "H", "H", "H", "H", "H", "H", "H", "H"], "positions_angstrom": [[-0.083, 0.732, 0.448], [1.978, -3.343, -2.466], [2.067, -3.803, -0.970], [2.041, -5.080, -0.543], [2.066, -5.076, 0.840], [2.116, -3.712, 1.167], [2.113, -2.960, 0.071], [2.707, -1.996, -2.648], [3.945, -1.816, -3.149], [4.270, -0.479, -3.031], [3.143, 0.084, -2.408], [2.221, -0.841, -2.181], [2.546, -4.177, -3.141], [0.807, -3.237, -2.778], [1.999, -5.902, -1.240], [2.051, -5.927, 1.502], [2.142, -3.244, 2.140], [4.495, -2.634, -3.586], [5.185, 0.005, -3.331], [2.972, 1.113, -2.126], [-1.099, -0.731, -3.139], [-2.167, -0.595, -2.212], [-2.851, -1.788, -1.933], [-2.040, -2.859, -1.225], [-1.657, -2.403, 0.045], [-0.953, -3.391, 0.772], [-1.432, -1.291, -4.023], [-0.224, -1.221, -2.705], [-0.819, 0.278, -3.437], [-3.242, -2.227, -2.865], [-3.690, -1.504, -1.293], [-1.158, -3.134, -1.819], [-2.679, -3.753, -1.132], [-1.620, -4.223, 1.041], [-0.584, -2.926, 1.685], [-0.104, -3.782, 0.202], [-2.486, 3.306, 3.169], [-3.661, 2.570, 3.750], [-4.771, 3.275, 4.203], [-5.856, 2.630, 4.779], [-5.835, 1.251, 4.909], [-4.743, 0.530, 4.447], [-3.650, 1.165, 3.859], [-2.164, 0.280, 3.206], [-2.924, -1.419, 3.093], [-3.842, -1.515, 2.045], [-4.585, -2.661, 1.827], [-4.408, -3.752, 2.665], [-3.468, -3.685, 3.682], [-2.702, -2.540, 3.904], [-1.657, -2.558, 4.988], [-1.047, 0.423, 4.610], [-1.458, 0.874, 5.866], [-0.557, 1.259, 6.840], [0.817, 1.274, 6.512], [1.263, 0.835, 5.301], [0.370, 0.278, 4.313], [0.824, -0.353, 3.185], [-2.589, 4.384, 3.287], [-2.362, 3.092, 2.104], [-1.564, 2.997, 3.665], [-4.782, 4.356, 4.110], [-6.710, 3.203, 5.122], [-6.669, 0.736, 5.373], [-4.746, -0.548, 4.552], [-3.973, -0.657, 1.393], [-5.286, -2.716, 1.002], [-4.987, -4.657, 2.520], [-3.317, -4.546, 4.324], [-1.489, -3.579, 5.338], [-1.959, -1.942, 5.836], [-0.709, -2.155, 4.627], [-2.519, 0.946, 6.077], [-0.896, 1.586, 7.816], [1.527, 1.665, 7.235], [2.321, 0.880, 5.060], [0.134, -0.841, 2.508], [1.881, -0.440, 2.958], [-0.852, 5.654, -2.741], [-0.685, 3.828, -2.184], [-2.320, 3.013, -2.717], [0.649, 3.129, -3.348], [-0.262, 3.443, -0.611], [-0.062, 4.184, 0.495], [-0.623, 5.470, 0.728], [-0.370, 6.177, 1.888], [0.437, 5.650, 2.894], [0.990, 4.387, 2.701], [0.754, 3.676, 1.540], [-0.834, 5.747, -3.831], [-0.028, 6.253, -2.341], [-1.785, 6.101, -2.384], [-2.382, 2.917, -3.807], [-3.186, 3.591, -2.383], [-2.407, 2.009, -2.292], [0.429, 3.335, -4.401], [0.742, 2.045, -3.231], [1.626, 3.564, -3.118], [-1.269, 5.884, -0.039], [-0.815, 7.159, 2.023], [0.621, 6.201, 3.808], [1.612, 3.945, 3.472], [1.207, 2.700, 1.404]], "atomic_forces_ev_per_a": [[-0.22, -0.69, -1.19], [-0.15, 0.09, 0.06], [0.09, -0.23, -0.01], [-0.05, -0.03, 0.03], [0.06, 0.00, 0.07], [0.25, -0.09, -0.07], [0.10, 0.18, 0.14], [0.29, -0.25, 0.09], [0.03, 0.20, -0.16], [0.06, -0.09, 0.06], [0.12, -0.10, -0.07], [-0.39, 0.38, 0.04], [0.00, -0.05, -0.03], [0.04, 0.03, -0.05], [0.03, 0.06, -0.04], [0.01, 0.02, 0.00], [-0.02, 0.03, 0.00], [-0.04, -0.06, 0.08], [-0.02, 0.01, -0.02], [-0.06, -0.02, 0.01], [-0.05, 0.00, 0.07], [0.08, 0.16, 0.10], [0.05, -0.16, 0.13], [0.00, 0.07, -0.12], [0.06, 0.23, -0.06], [-0.03, -0.13, -0.04], [0.03, 0.00, -0.01], [-0.05, 0.00, -0.02], [0.00, -0.01, -0.02], [-0.03, 0.02, 0.00], [-0.03, -0.02, -0.04], [-0.01, -0.04, 0.05], [0.00, -0.03, -0.01], [-0.06, 0.04, 0.00], [-0.01, -0.03, -0.03], [-0.30, 0.10, 0.05], [0.02, -0.05, 0.06], [0.03, -0.10, -0.05], [-0.03, 0.04, 0.06], [0.03, -0.03, -0.03], [-0.11, 0.03, 0.05], [0.08, 0.02, -0.05], [-0.07, 0.19, -0.06], [-0.43, -0.31, 0.46], [0.09, 0.16, -0.06], [-0.02, -0.05, 0.07], [-0.05, -0.04, -0.04], [0.01, 0.00, 0.03], [-0.01, -0.05, -0.02], [0.08, 0.05, 0.02], [-0.05, 0.01, 0.04], [0.11, 0.26, -0.03], [0.10, -0.06, -0.09], [-0.05, 0.00, 0.21], [-0.06, 0.02, -0.03], [0.02, 0.01, -0.02], [-0.22, -0.01, 0.16], [0.18, -0.26, 0.05], [-0.01, 0.00, -0.02], [-0.01, 0.01, 0.01], [0.03, 0.07, -0.03], [0.04, -0.01, -0.02], [0.00, -0.01, 0.02], [0.01, -0.03, -0.02], [0.03, -0.03, -0.02], [0.00, -0.02, -0.02], [0.00, 0.04, 0.01], [0.02, -0.01, -0.01], [0.04, 0.00, -0.02], [-0.05, -0.02, -0.01], [0.05, -0.01, 0.01], [0.02, -0.01, 0.01], [-0.01, 0.00, 0.01], [-0.02, 0.05, -0.05], [0.03, -0.02, -0.02], [0.00, -0.05, 0.02], [0.08, -0.26, 0.30], [0.00, -0.01, 0.01], [0.06, -0.03, 0.36], [-0.02, -0.14, -0.54], [0.17, 0.00, 0.07], [-0.17, 0.01, 0.04], [-0.09, 0.42, -0.17], [0.04, -0.07, -0.21], [-0.02, 0.01, 0.03], [0.03, -0.02, 0.02], [0.03, 0.03, 0.08], [0.01, -0.03, 0.06], [0.05, 0.20, 0.18], [-0.01, -0.11, -0.02], [-0.02, 0.01, -0.02], [0.02, 0.01, 0.00], [-0.01, 0.03, 0.00], [0.02, 0.01, 0.04], [0.00, 0.00, -0.03], [-0.02, -0.01, 0.01], [0.04, 0.01, 0.01], [-0.01, 0.01, 0.04], [0.00, 0.04, 0.05], [-0.02, 0.00, -0.03], [-0.01, 0.00, -0.01], [-0.02, -0.01, 0.01], [0.25, 0.44, 0.20]]}

=====

{"formula": "C4H11NO2", "method": "ωB97M-V/def2-TZVPD", "total_charge": 0, "spin_multiplicity": 1, "de_lowest_kj_mol": 87.1, "total_energy_ha": -364.2350, "smiles": "CCCC(N)=O.O", "symbols": ["C", "C", "C", "C", "N", "O", "H", "H", "H", "H", "H", "H", "H", "H", "H", "H", "H", "O"], "positions_angstrom": [[2.662, -0.783, -0.622], [1.937, -0.360, 0.735], [0.499, 0.081, 0.391], [-0.233, 0.269, 1.748], [-1.551, 0.080, 1.793], [0.350, 0.823, 2.676], [2.713, -1.847, -0.753], [3.542, -0.171, -0.686], [1.956, -0.437, -1.416], [1.871, -1.219, 1.402], [2.474, 0.500, 1.127], [0.446, 1.121, 0.058], [0.015, -0.504, -0.375], [-2.108, -0.146, 0.991], [-1.905, 0.080, 2.738], [-3.542, 0.484, -3.559], [-4.958, 1.210, -3.319], [-4.169, 0.819, -2.929]], "atomic_forces_ev_per_a": [[-2.46, 1.53, 0.59], [-0.11, -0.41, -2.35], [0.01, 0.82, 2.10], [1.19, 1.60, -0.93], [-0.74, -0.65, 0.55], [-0.05, -1.07, -0.20], [0.73, -0.41, 0.09], [0.81, -0.52, -0.40], [0.82, -0.19, 0.22], [0.33, 0.34, 0.30], [-0.10, -0.39, 0.56], [0.48, -0.01, -0.44], [-0.30, -0.56, 0.11], [-0.05, -0.31, 0.12], [-0.57, 0.23, -0.33], [-0.16, 0.06, -0.77], [0.50, -0.26, -0.46], [-0.33, 0.19, 1.24]]}